Record 1
Formula: C2H9N4
Source: the OMol25 dataset
Level of theory: ωB97M-V with the def2-TZVPD basis set

```
15
Properties=species:S:1:pos:R:3:forces:R:3
C 2.18817 0.27974 -0.00201 2.532 -2.020 -0.440
C -2.18246 0.39137 0.02628 -1.514 -0.629 -0.075
N 1.33961 1.14795 0.06132 -1.692 -0.160 0.036
N 2.88382 -0.69990 -0.00877 -0.238 1.316 0.158
N -0.03311 -1.03940 0.34467 0.381 -0.700 0.884
N -0.85305 -0.16980 -0.36555 0.841 1.132 -1.662
H -2.38416 0.31798 1.11319 0.303 -0.212 -0.682
H -2.21648 1.47141 -0.25193 0.166 -0.930 0.052
H -2.94473 -0.18076 -0.57253 0.463 0.753 0.940
H 1.37462 2.11892 -0.01452 0.832 1.549 0.069
H 3.78723 -1.04516 -0.32447 -0.691 0.289 0.091
H 0.20909 -0.70473 1.24718 -0.031 0.591 0.685
H -0.11575 -2.03387 0.38589 -1.164 -0.473 -0.666
H -0.13532 0.73350 -0.29142 -0.439 -1.720 -0.920
H -0.91748 -0.58725 -1.34732 0.254 1.215 1.530
```
Positions in Å, forces in eV/Å.

- HOMO-LUMO gap (eV) = 10.979
- spin multiplicity = 1
- energy relative to the best compared isomer or geometry (same formula, charge and spin) (kJ/mol) = 349.5
- total charge = +1
- highest occupied orbital energy (eV) = -14.10

Record 2
Formula: C10H13O3
Source: the OMol25 dataset
Level of theory: ωB97M-V with the def2-TZVPD basis set

```
26
Properties=species:S:1:pos:R:3:forces:R:3
C -0.26458 2.83329 -0.80843 -1.524 0.427 0.023
C -0.69901 1.81942 0.27975 1.041 -0.418 -1.272
C 1.20053 2.88399 -1.25158 1.053 -0.145 0.613
O 1.39002 2.97084 -2.48382 -0.086 0.089 -0.125
O 2.08066 2.83721 -0.34437 -0.548 -0.075 -0.231
H -0.83206 2.73930 -1.73946 -0.133 -0.443 0.115
H -0.61482 3.81019 -0.45766 0.610 0.298 0.078
H 0.22112 1.47679 0.76213 -0.225 0.314 0.512
H -1.08166 0.92098 -0.20830 -0.259 -0.022 0.061
H -1.45210 2.20052 0.96491 0.111 0.019 0.182
C -2.87502 -1.97957 -0.85271 -1.778 0.062 2.739
C -1.56295 -1.45656 1.34277 1.056 1.527 0.002
C -1.65978 -1.83406 0.02878 1.337 -0.887 -2.494
C -0.28007 -1.20423 1.90904 -1.840 -1.394 -0.559
C -0.46947 -2.22415 -0.68635 -0.728 0.162 2.087
C 0.83758 -1.66420 1.23947 0.118 0.577 1.375
C 0.75555 -2.12563 -0.06369 0.193 -0.578 -0.449
O 1.97044 -1.73111 2.03370 0.740 0.281 -1.110
H -2.43235 -1.13279 1.90090 -0.126 -0.068 -0.037
H -0.27273 -0.81532 2.91511 0.517 -0.013 0.053
H -2.64064 -1.91223 -1.90348 -0.168 -0.559 -0.122
H -3.69276 -1.28392 -0.60889 0.629 0.738 -0.289
H -0.54671 -2.85208 -1.56273 -0.090 0.604 -0.484
H 1.61609 -2.51832 -0.59996 0.132 0.122 0.316
H 2.75926 -1.60413 1.47233 -0.467 -0.059 0.368
H -3.42140 -2.84153 -0.41435 0.436 -0.559 -1.351
```
Positions in Å, forces in eV/Å.

- HOMO-LUMO gap (eV) = 6.766
- spin multiplicity = 1
- energy relative to the best compared isomer or geometry (same formula, charge and spin) (kJ/mol) = 187.0
- total charge = -1
- highest occupied orbital energy (eV) = -3.74

Record 3
Formula: C35H29Cl3IrN6O2S2Sb
Source: the OMol25 dataset
Level of theory: ωB97M-V with the def2-TZVPD basis set

```
79
Properties=species:S:1:pos:R:3:forces:R:3
Ir -1.23153 -1.04433 0.30444 0.290 1.875 -0.508
N -1.03191 -0.74313 8.11668 0.011 -0.135 -0.135
C -0.73786 -1.07087 6.86859 -0.015 0.083 0.125
C 0.62532 -1.18822 6.45916 0.238 -0.013 -0.059
C 0.92375 -1.49372 5.16047 0.214 -0.034 0.135
C -0.11868 -1.69352 4.24652 -0.053 -0.068 -0.020
C -1.46653 -1.61536 4.62735 -0.118 -0.013 0.097
C -1.78298 -1.30901 5.92220 -0.167 -0.047 -0.178
S 0.28490 -2.19499 2.58832 0.766 0.718 -1.409
O -0.92589 -2.74048 1.99147 -0.493 -0.052 0.504
O 1.46217 -2.98669 2.60014 -0.059 -0.160 0.428
N 0.47453 -0.82408 1.64012 -1.875 -1.566 0.338
C 1.73805 -0.30303 1.50508 2.033 1.274 -0.125
N 2.04216 0.26443 0.33701 -0.773 0.555 0.646
C 3.26419 0.75366 0.19507 0.536 0.228 0.057
C 4.22448 0.68743 1.19200 -0.290 -0.186 0.076
C 3.80629 0.09938 2.37995 0.296 0.247 -0.266
N 2.57769 -0.36026 2.53950 -0.887 -0.525 0.361
H -0.30697 -0.58503 8.80787 -0.037 -0.002 -0.011
H -1.99304 -0.68196 8.43216 0.045 0.017 0.032
H 1.41406 -1.05532 7.18939 -0.007 0.032 -0.005
H 1.94817 -1.61038 4.83196 -0.021 0.047 -0.017
H -2.23746 -1.84299 3.90399 -0.028 0.035 0.023
H -2.81614 -1.27067 6.24471 0.011 0.029 0.011
H 3.48789 1.21124 -0.76387 -0.003 0.017 0.019
H 5.22367 1.07309 1.06273 0.005 0.000 -0.028
H 4.46844 0.00070 3.23272 0.018 0.063 -0.033
C -4.41346 1.41139 3.31761 0.054 -0.019 -0.021
C -3.10285 1.84914 3.16909 -0.033 -0.045 -0.041
C -2.25347 1.14091 2.34094 0.004 0.186 0.071
N -2.65694 0.05001 1.68048 0.208 -0.460 -0.129
C -3.91507 -0.38186 1.82573 -0.174 0.000 0.055
C -4.82388 0.27371 2.63766 0.022 0.022 -0.024
H -5.10450 1.95323 3.94970 -0.010 0.000 -0.009
H -2.74541 2.73558 3.67378 0.005 -0.002 0.000
H -1.22579 1.45060 2.19565 0.004 -0.048 -0.035
H -4.19824 -1.26926 1.27339 0.032 0.000 -0.001
H -5.83576 -0.09693 2.72099 0.005 -0.013 -0.013
Cl -3.62729 -5.35914 -2.65508 0.174 0.158 0.072
C -1.99390 -4.72388 -2.45523 0.024 -0.626 -0.596
Cl -0.90285 -5.96286 -1.81940 -0.129 0.269 -0.031
Cl -1.37559 -4.05847 -3.98727 -0.025 -0.065 0.176
C -2.03104 -3.61142 -1.51838 -0.137 0.286 0.440
N -2.05823 -2.73225 -0.78567 0.251 -0.222 -0.033
S -1.68772 0.48516 -1.49121 0.249 -0.787 0.879
Sb 0.29024 1.01975 -2.73801 0.258 -0.030 -0.325
C -0.42562 1.21197 -4.73786 0.290 0.002 0.776
C -0.28335 2.39320 -5.45238 -0.020 0.078 0.008
C -0.74390 2.43785 -6.76119 0.017 0.010 -0.027
C -1.34240 1.32132 -7.32833 0.023 0.006 0.014
C -1.48862 0.14967 -6.59542 0.002 -0.061 0.021
C -1.02342 0.08445 -5.29166 -0.008 0.008 -0.004
C 0.90056 2.87144 -1.83237 -0.121 -0.792 -0.445
C 0.46704 3.16053 -0.54779 0.001 0.028 0.001
C 0.81909 4.37861 0.01137 -0.013 0.012 0.077
C 1.59132 5.28329 -0.70672 -0.027 -0.006 -0.012
C 2.02787 4.97105 -1.98529 0.041 -0.002 -0.068
C 1.67973 3.75708 -2.56344 0.084 -0.018 -0.034
C 1.50276 -0.74608 -2.78024 -0.357 0.636 0.100
C 2.05743 -1.11997 -3.99622 0.021 0.057 -0.134
C 2.84599 -2.26321 -4.04720 0.001 0.052 -0.065
C 3.07744 -3.00372 -2.89780 0.082 -0.056 -0.007
C 2.50690 -2.62429 -1.68902 -0.045 0.006 -0.070
C 1.71300 -1.48983 -1.63061 -0.339 -0.606 -0.021
H 0.16676 3.27239 -5.00937 -0.019 0.001 -0.014
H -0.63135 3.34610 -7.33728 -0.016 0.003 0.001
H -1.69570 1.36227 -8.34969 -0.013 0.008 0.004
H -1.96049 -0.71655 -7.03931 -0.007 0.015 -0.022
H -1.13122 -0.82919 -4.71737 0.001 -0.026 -0.034
H -0.13731 2.45263 0.00335 -0.013 -0.010 0.044
H 0.48908 4.62445 1.01229 -0.012 0.027 -0.018
H 1.84528 6.24089 -0.27275 0.032 -0.022 0.024
H 2.64094 5.66859 -2.53977 -0.026 0.019 0.000
H 2.02292 3.51743 -3.56228 0.031 0.028 0.004
H 1.88705 -0.54082 -4.89595 0.001 -0.018 -0.009
H 3.28442 -2.56530 -4.98889 0.013 0.003 0.013
H 3.71205 -3.87879 -2.94614 -0.024 -0.015 0.005
H 2.68528 -3.20026 -0.78974 -0.001 -0.043 -0.013
H 1.28545 -1.17648 -0.68542 0.000 -0.348 -0.590
```
Positions in Å, forces in eV/Å.

- HOMO-LUMO gap (spin up / spin down) (eV) = 8.409 / 4.819
- spin multiplicity = 6
- energy relative to the best compared isomer or geometry (same formula, charge and spin) (kJ/mol) = 0.0
- total charge = +3
- highest occupied orbital energy (spin up / spin down) (eV) = -15.85 / -15.95

Record 4
Formula: C29H25Cl4F7MoN3O8S3
Source: the OMol25 dataset
Level of theory: ωB97M-V with the def2-TZVPD basis set

```
80
Properties=species:S:1:pos:R:3:forces:R:3
Mo -0.53286 0.56681 0.08565 -0.075 -0.036 -0.208
F -3.37968 -1.18750 4.21816 -0.005 -0.047 -0.019
C -3.41798 -2.17366 3.32076 -0.014 0.040 0.047
F -2.52717 -3.10437 3.67984 -0.018 0.019 -0.004
F -4.63101 -2.72239 3.33820 0.028 0.008 0.000
S -2.98021 -1.56703 1.64017 0.030 0.036 -0.032
O -1.67040 -0.97872 1.85269 0.029 -0.089 -0.050
O -3.07276 -2.71009 0.78301 0.034 0.007 0.017
N -4.13124 -0.50821 1.50666 0.025 -0.024 0.049
S -4.43760 0.42806 0.28727 0.016 0.077 -0.051
O -3.34049 0.63235 -0.62346 -0.031 0.022 0.046
O -5.19099 1.56461 0.72518 0.013 -0.035 0.011
C -5.63946 -0.55309 -0.70546 -0.042 -0.041 -0.035
F -5.08546 -1.67724 -1.15168 -0.029 0.045 0.007
F -6.71559 -0.86781 0.02212 0.053 0.021 -0.032
F -6.04119 0.17118 -1.75680 0.007 -0.029 0.028
Cl 0.53641 -5.64040 -3.96222 0.005 -0.018 -0.010
C 0.02186 -4.24287 -3.05816 -0.009 0.029 0.006
C 0.48372 -4.05904 -1.76878 0.010 -0.012 -0.004
C 0.06878 -2.94538 -1.06208 0.007 0.049 0.076
Cl 0.65192 -2.71246 0.55609 -0.049 -0.076 -0.106
C -0.80432 -1.99050 -1.60259 0.092 0.028 -0.143
O -1.22555 -0.93942 -0.94734 -0.033 -0.171 0.212
C -1.23264 -2.22306 -2.91889 0.006 0.038 0.013
Cl -2.27780 -1.05242 -3.64915 0.011 -0.012 0.000
C -0.83737 -3.33083 -3.64390 0.004 -0.013 -0.021
H 1.15563 -4.77095 -1.31182 0.001 -0.003 -0.001
H -1.19282 -3.47048 -4.65446 0.002 -0.007 0.001
C 4.19186 -2.86184 1.12513 0.022 -0.012 -0.012
C 4.48407 -1.47553 1.67899 -0.007 -0.024 -0.014
N 3.28362 -0.71824 2.04705 0.049 0.030 -0.001
C 2.86029 -0.74506 3.45222 -0.024 0.014 0.020
C 1.74715 -1.74882 3.72189 -0.018 0.014 0.015
C 2.59033 -0.07465 1.10316 -0.102 0.021 -0.008
S 1.28851 0.95374 1.63746 0.002 -0.010 0.026
N 3.05583 -0.19072 -0.14308 0.105 -0.019 -0.042
C 2.29723 -0.02248 -1.20635 -0.062 -0.069 0.066
O 1.04152 0.07841 -1.23778 -0.027 0.051 0.008
C 2.97632 -0.04851 -2.53700 0.008 0.010 -0.026
C 4.36128 -0.13265 -2.63790 0.000 -0.001 0.056
C 4.96776 -0.15410 -3.88277 0.011 -0.001 -0.046
C 4.19400 -0.10033 -5.03551 -0.017 0.003 0.038
C 2.81124 -0.02215 -4.93856 0.033 -0.007 -0.007
C 2.20360 0.00615 -3.69333 -0.043 -0.002 0.012
H 5.13121 -3.36732 0.89367 0.006 -0.007 -0.003
H 3.60198 -2.78810 0.21302 0.006 -0.002 0.013
H 3.64306 -3.47367 1.84154 -0.003 0.004 -0.002
H 5.02986 -0.89376 0.93837 -0.003 0.009 -0.001
H 5.09832 -1.54508 2.57700 -0.003 0.003 0.002
H 2.54298 0.25404 3.74648 0.014 -0.028 -0.001
H 3.74635 -0.99302 4.03607 0.008 0.001 0.007
H 0.84597 -1.48643 3.16762 0.000 0.009 -0.006
H 1.49759 -1.74321 4.78401 0.007 0.000 0.001
H 2.04727 -2.76091 3.44697 0.008 0.001 0.000
H 4.94795 -0.18132 -1.73068 0.000 0.000 -0.005
H 6.04610 -0.21630 -3.95677 0.000 0.000 0.002
H 4.66876 -0.12103 -6.00840 0.003 -0.002 -0.001
H 2.20476 0.01587 -5.83416 -0.005 0.000 0.003
H 1.12687 0.06511 -3.60183 0.003 0.002 -0.004
Cl -2.95515 3.36480 4.56987 -0.016 -0.002 0.004
C -2.91804 2.42437 3.06396 0.012 0.007 -0.015
C -1.52898 2.32888 2.46103 0.088 -0.004 -0.016
O -0.53571 2.81671 2.93855 -0.022 0.002 -0.006
O -1.57640 1.65280 1.33358 -0.099 0.224 0.206
H -3.58648 2.89014 2.34416 -0.022 -0.018 0.005
H -3.28595 1.42156 3.27034 -0.014 0.009 -0.014
F -1.99124 7.14765 1.22895 -0.002 0.002 0.001
C -1.65243 5.97511 0.63484 -0.017 -0.008 -0.005
C -2.65486 5.14821 0.16791 -0.008 0.030 0.015
C -2.30072 3.95515 -0.44234 -0.002 -0.027 -0.012
C -0.96275 3.58327 -0.58383 0.017 -0.003 -0.009
C -0.58305 2.27736 -1.19177 0.013 -0.048 -0.040
C 0.01401 4.44758 -0.09495 -0.005 0.014 0.013
C -0.31974 5.64854 0.51511 0.013 -0.009 -0.009
H -3.69092 5.43575 0.29025 0.000 -0.003 -0.002
H -3.07544 3.28234 -0.79108 0.006 0.003 0.005
H 0.37086 2.34568 -1.71487 0.003 0.016 -0.002
H -1.34674 1.93150 -1.90125 0.011 0.026 -0.008
H 1.05731 4.16361 -0.17258 0.002 -0.005 0.003
H 0.43504 6.31583 0.90860 0.002 -0.001 0.002
```
Positions in Å, forces in eV/Å.

- HOMO-LUMO gap (spin up / spin down) (eV) = 7.214 / 7.564
- spin multiplicity = 3
- energy relative to the best compared isomer or geometry (same formula, charge and spin) (kJ/mol) = 38.1
- total charge = -1
- highest occupied orbital energy (spin up / spin down) (eV) = -5.46 / -5.83